Entry 1:
C21H22ClNO2PSm as an isolated structure at a distorted geometry, computed with ωB97M-V/def2-TZVPD.

Summary:
- 2S+1: 6
- Orbital gap (alpha / beta): 5.03 / 6.28 eV
- Total charge: +2
- F_max: 5.64 eV/A

Atoms and positions in Å:
Sm 0.347613 -1.725124 2.550844
Cl -1.308793 -3.533846 2.144088
C 2.895318 -1.384228 1.717419
O 4.008537 -1.416413 1.401057
P 0.046447 -0.137066 -0.423412
C 0.641269 1.447446 -1.201604
C 1.111337 -1.388436 -1.263618
C -1.534024 -0.369093 -1.284354
C 0.562940 -2.640353 -1.595636
C 1.391343 -3.618040 -2.153108
C 2.733401 -3.363853 -2.375409
C 3.277952 -2.109445 -2.070383
C 2.464031 -1.130983 -1.486225
H -0.471055 -2.864785 -1.344428
H 0.982061 -4.603305 -2.371925
H 3.389758 -4.127668 -2.798460
H 4.328856 -1.902686 -2.212245
H 2.886281 -0.177827 -1.168620
C 1.533488 2.256496 -0.468231
C 2.003310 3.469494 -0.975480
C 1.630577 3.893902 -2.248176
C 0.802710 3.073515 -3.001540
C 0.292623 1.883696 -2.484598
H 1.826419 1.982923 0.539137
H 2.643680 4.106022 -0.375087
H 1.991289 4.835541 -2.656752
H 0.505400 3.370712 -4.001993
H -0.374093 1.283437 -3.092000
C -1.676752 -0.664101 -2.649160
C -2.943021 -0.886141 -3.209408
C -4.095612 -0.799679 -2.426014
C -3.973074 -0.419063 -1.076206
C -2.705145 -0.192619 -0.523308
H -0.792894 -0.764542 -3.273526
H -2.999979 -1.141821 -4.271342
H -5.071228 -1.033043 -2.873598
H -4.878089 -0.363677 -0.468970
H -2.627352 0.117216 0.518864
H -0.738455 3.072933 2.507687
H -1.273210 2.889889 2.017604
C -0.260047 -0.020954 6.409502
C -0.755458 0.371725 5.082443
N -1.447870 1.505173 4.926209
O -0.553286 -0.383361 4.032680
H -0.792016 0.539304 7.193241
H 0.807041 0.228258 6.490476
H -0.443755 -1.091010 6.576477
H -1.815082 1.782891 4.015455
H -1.573379 2.142582 5.701642

Forces on the atoms, in the same order (eV/Å):
Sm -1.6 0.1 -1.1
Cl 0.8 0.7 0.2
C 5.4 -0.3 -1.5
O -5.0 0.3 1.4
P 0.3 0.2 -1.3
C 0.8 0.5 0.9
C -0.3 -0.2 0.4
C -1.2 0.1 0.4
C 0.6 0.0 0.4
C -0.5 -0.2 0.3
C 0.7 0.4 -0.3
C -0.6 0.0 0.5
C 0.3 -0.3 -0.1
H 0.1 0.0 -0.3
H 0.1 0.2 0.0
H -0.3 0.2 0.1
H 0.0 -0.1 -0.1
H 0.0 -0.1 -0.3
C -0.4 0.2 -0.2
C -0.1 0.0 -0.1
C 0.1 -0.3 0.1
C -0.3 -0.1 0.0
C 0.0 -0.3 0.1
H 0.0 -0.1 0.1
H 0.0 -0.2 0.0
H -0.1 -0.2 0.1
H 0.1 0.0 0.1
H 0.1 0.2 0.0
C -0.2 -0.3 0.1
C 0.4 0.1 0.1
C 0.3 0.1 0.3
C 0.1 -0.3 -0.5
C -0.3 -0.3 -0.3
H -0.2 -0.1 0.1
H -0.1 0.1 0.4
H 0.5 0.2 0.3
H 0.4 0.1 -0.1
H 0.0 -0.2 -0.1
H -0.1 0.0 -0.1
H 0.1 0.0 0.1
C -0.2 0.1 0.8
C -1.1 0.7 -2.0
N 0.8 -1.3 -0.1
O 0.2 0.8 1.2
H 0.3 -0.2 -0.2
H -0.2 -0.3 0.0
H 0.3 0.3 -0.1
H 0.2 -0.2 0.3
H -0.1 -0.1 0.0

=====

Entry 2:
C21H22F5N2OPd as an isolated structure at a distorted geometry, computed with ωB97M-V/def2-TZVPD.

Summary:
- 2S+1: 5
- Energy relative to the best compared isomer or geometry (same formula, charge and spin): 295.25 kJ/mol
- Orbital gap (alpha / beta): 8.35 / 4.86 eV
- Total charge: +3
- F_max: 6.88 eV/A

Atoms and positions in Å:
Pd 1.862690 1.354573 2.449665
C 4.448243 -0.865129 3.247190
C 3.816712 -0.072807 2.164946
C 2.852366 -0.637539 1.306097
C 2.725110 -2.177146 1.268374
C 2.289590 0.144833 0.331466
C 1.363620 -0.545347 -0.651868
C 2.683376 1.491389 0.128943
C 2.157643 2.397638 -0.944031
C 3.651707 2.123471 1.026071
C 3.946840 3.575628 0.832281
C 4.216006 1.279805 2.035456
C 5.329636 1.791476 2.912368
H 4.309792 -0.449336 4.234317
H 5.488077 -0.904662 3.093369
H 4.181659 -1.956133 3.334576
H 2.117888 -2.552947 0.412862
H 2.420390 -2.415836 2.267165
H 3.686601 -2.631349 1.376524
H 0.609686 -1.093610 -0.063986
H 2.044110 -1.260212 -1.123282
H 0.782657 0.106887 -1.284250
H 2.949900 2.903789 -1.531322
H 1.524710 3.208447 -0.585325
H 1.424140 1.888518 -1.633401
H 3.081790 4.258546 0.830502
H 4.244384 3.749781 -0.157294
H 4.489959 3.903327 1.735691
H 6.290034 1.694082 2.498634
H 5.295564 1.230086 3.801058
H 5.268932 2.850797 3.185474
N -1.047067 0.928223 3.628508
C -2.283728 0.630422 3.362505
C -2.502793 0.678586 1.926115
C -1.180269 1.136662 1.437683
N -0.320026 1.166456 2.404928
H -0.734605 1.538369 4.440411
H -3.133876 0.673644 3.858749
H -3.509430 0.242976 1.815320
H -0.772752 1.080877 0.415962
F -6.821150 -2.456255 -7.650068
C -6.790162 -2.493190 -6.297808
C -6.955433 -1.276589 -5.652567
F -6.941365 -0.195956 -6.306138
C -7.175060 -1.278955 -4.186985
F -7.663253 -0.198436 -3.629159
C -7.530641 -2.622163 -3.582858
O -7.832691 -2.655843 -2.318271
C -7.329356 -3.755895 -4.377179
F -7.320861 -4.887235 -3.671114
C -6.996145 -3.791417 -5.726278
F -6.713148 -4.855301 -6.390023

Forces on the atoms, in the same order (eV/Å):
Pd -0.3 -0.5 -0.9
C -0.9 -2.1 0.4
C 0.0 0.4 0.9
C 1.4 -2.3 -0.1
C -0.7 1.7 0.1
C -1.3 1.2 -2.2
C -0.1 -0.1 1.5
C 0.3 1.4 0.7
C -1.4 -0.7 -1.4
C -1.5 -1.2 -0.3
C -1.0 -0.1 2.7
C 0.5 1.5 -0.3
C -1.5 1.0 0.3
H -0.2 0.3 0.3
H 1.6 0.2 -0.2
H -0.2 1.3 -0.3
H 0.6 0.0 1.3
H -1.4 -0.7 0.4
H 1.0 -0.1 -0.9
H 0.3 -0.1 -0.3
H -0.7 0.1 -0.7
H 0.4 0.0 -0.5
H -0.3 -0.6 0.2
H 0.2 0.2 0.6
H 1.3 0.4 0.5
H -0.5 -0.7 0.3
H 1.7 0.3 -1.1
H 0.6 0.3 -1.3
H 1.3 -0.5 -0.9
H 0.3 -0.4 1.2
H -0.3 -0.3 -0.1
N 3.2 2.0 0.4
C 1.3 0.9 -6.7
C 2.2 -0.1 3.5
C -2.9 -3.2 -1.3
N 0.3 1.0 3.4
H -0.5 -1.5 -1.2
H -3.1 -0.4 3.7
H 0.7 0.8 -2.0
H -0.6 0.5 0.5
F 0.7 0.1 1.5
C -1.4 -1.4 -2.7
C 0.2 -0.9 2.0
F 0.0 0.8 -0.4
C -2.6 -1.2 -0.7
F 1.2 -1.0 -0.4
C 0.2 3.8 4.1
O 0.7 -0.3 -3.9
C 0.2 -3.7 2.7
F -0.3 1.2 -1.5
C 1.4 2.3 -1.1
F -0.6 0.3 0.4

=====

Entry 3:
An isolated molecule of C21H22N2O5 at a distorted geometry, computed with ωB97M-V/def2-TZVPD.

Summary:
- Energy relative to the best compared isomer or geometry (same formula, charge and spin): 402.12 kJ/mol
- Orbital gap: 8.22 eV
- Total charge: 0
- F_max: 1.41 eV/A
- Structure (SMILES): COc1ccc(CCNC(=O)c2cc(-c3ccccc3OC)on2)cc1OC

Atoms and positions in Å:
C -2.518604 -0.153275 1.585315
O -1.200837 0.190905 1.926907
C -0.635034 1.297226 1.333389
C -1.338686 2.152828 0.494639
C -0.727988 3.221156 -0.136785
C 0.623167 3.464240 0.051020
C 1.353009 4.499916 -0.760802
C 1.503865 3.999078 -2.217018
N 1.736185 2.574438 -2.236654
C 0.689387 1.727306 -2.408195
O -0.317226 2.004134 -3.029563
C 0.863644 0.429226 -1.715959
C -0.153901 -0.515179 -1.454719
C 0.445906 -1.424435 -0.616607
C -0.027495 -2.601511 0.082825
C 0.827636 -3.245881 0.975788
C 0.413198 -4.352589 1.689552
C -0.872490 -4.832429 1.513766
C -1.737636 -4.213912 0.627665
C -1.334501 -3.098118 -0.097225
O -2.130014 -2.442258 -0.981231
C -3.418366 -2.946203 -1.247943
O 1.726845 -1.043746 -0.422815
N 1.971175 0.096085 -1.091819
C 1.319151 2.638860 0.919586
C 0.722805 1.567882 1.578551
O 1.576152 0.875982 2.385319
C 1.122525 -0.164410 3.219458
H -2.714652 -1.088105 2.110334
H -3.235797 0.604503 1.918887
H -2.624693 -0.311863 0.508074
H -2.384892 1.976143 0.305809
H -1.307838 3.844062 -0.799610
H 0.811282 5.446518 -0.766266
H 2.340728 4.668278 -0.329204
H 2.324186 4.519258 -2.717775
H 0.580491 4.164601 -2.775901
H 2.482530 2.226693 -1.649507
H -1.152195 -0.495273 -1.829336
H 1.827683 -2.859362 1.097523
H 1.087556 -4.836969 2.378241
H -1.211782 -5.695563 2.066551
H -2.733273 -4.610583 0.508336
H -3.377359 -3.967289 -1.638589
H -4.055197 -2.918653 -0.357885
H -3.836676 -2.288612 -2.008646
H 2.370944 2.794048 1.106352
H 0.337035 0.176277 3.897963
H 0.756855 -1.019878 2.647385
H 1.997407 -0.462219 3.797969

Forces on the atoms, in the same order (eV/Å):
C -0.2 0.0 0.0
O 0.4 0.3 0.0
C 0.0 -0.2 0.2
C -0.1 -0.1 0.1
C 0.1 0.1 0.1
C 0.0 0.1 0.2
C -0.1 -0.2 -0.1
C 0.0 0.2 -0.1
N 0.3 -0.1 -0.2
C 0.4 0.3 -0.3
O -0.2 -0.2 0.1
C 0.1 -0.9 0.6
C 0.4 -0.4 0.3
C -0.7 0.9 -0.9
C 0.0 -0.2 0.2
C -0.2 0.0 -0.1
C 0.0 -0.1 0.1
C 0.1 0.0 0.0
C -0.2 0.1 -0.1
C 0.3 0.0 0.1
O 0.4 0.0 0.1
C -0.2 -0.1 -0.1
O -0.2 -0.6 0.3
N 0.1 1.0 -0.6
C -0.3 -0.1 0.1
C 0.0 0.1 0.0
O 0.0 0.2 -0.3
C 0.0 -0.4 0.3
H -0.1 0.0 -0.1
H 0.0 0.0 0.0
H 0.0 0.0 0.0
H -0.1 -0.1 0.0
H -0.1 0.1 -0.1
H 0.1 0.1 0.0
H 0.0 0.1 0.0
H -0.1 0.0 0.0
H 0.2 0.1 0.0
H -0.1 0.0 0.0
H -0.2 0.0 0.0
H 0.1 0.0 0.0
H 0.1 0.0 0.1
H 0.0 -0.1 0.0
H -0.1 0.0 0.0
H 0.0 0.0 0.0
H 0.0 0.0 0.0
H 0.0 -0.1 0.1
H 0.2 0.0 0.0
H 0.1 0.0 0.0
H 0.0 0.1 0.1
H -0.1 0.0 0.0

=====

Entry 4:
C21H22N2Sn as an isolated structure at a distorted geometry, computed with ωB97M-V/def2-TZVPD.

Summary:
- Orbital gap: 6.16 eV
- Total charge: 0
- F_max: 3.21 eV/A

Atoms and positions in Å:
C -1.322577 1.706434 1.566734
C -1.346865 -1.540980 1.704213
H -0.341733 2.066771 1.896462
H -1.846544 1.252002 2.421566
H -1.918181 2.532670 1.160259
H -1.091725 -2.552639 1.372808
H -0.671638 -1.244005 2.514697
H -2.389470 -1.496367 2.041099
C -0.578742 2.717320 -1.670006
C -0.217989 3.516284 -2.755386
C 0.019428 2.907541 -3.991094
C -0.118537 1.519408 -4.105019
H -0.763573 3.155828 -0.682818
H -0.117444 4.590094 -2.606369
H 0.309277 3.503018 -4.857439
H 0.066701 0.993343 -5.034561
N -0.715699 1.382235 -1.794851
C -0.492477 0.757028 -2.984133
C -0.637665 -0.732051 -3.006422
N -0.933899 -1.341083 -1.824070
C -1.027173 -2.682361 -1.732008
C -0.589780 -2.906823 -4.087220
C -0.870322 -3.500634 -2.851534
H -1.234822 -3.112630 -0.744851
H -0.960564 -4.577790 -2.731724
C -0.470745 -1.514489 -4.161621
H -0.244618 -1.001326 -5.090156
H -0.464021 -3.517543 -4.980762
Sn -1.078319 0.018186 0.114703
C -3.228453 0.054058 -0.257543
H -3.602986 -0.974869 -0.355144
H -3.490127 0.642196 -1.148613
H -3.647629 0.528908 0.643923
C 1.062950 -0.126012 0.427994
C 1.764310 -0.125398 1.441110
C 2.442735 -0.094226 2.681575
C 2.528429 1.122622 3.389247
C 2.989636 1.118258 4.704201
C 3.408885 -0.078064 5.302451
C 3.363328 -1.276447 4.578326
C 2.896938 -1.292244 3.265697
H 2.224556 2.052279 2.895806
H 3.017780 2.053518 5.266420
H 3.758628 -0.076267 6.340229
H 3.689781 -2.209411 5.044165
H 2.870962 -2.216333 2.679643

Forces on the atoms, in the same order (eV/Å):
C 0.5 -0.1 -0.5
C 0.2 0.2 -0.6
H -0.2 0.1 0.0
H 0.1 0.2 -0.3
H 0.0 -0.1 0.2
H -0.1 0.0 0.2
H -0.1 -0.1 -0.1
H 0.2 -0.1 0.0
C 0.0 -0.6 -0.6
C 0.0 -0.3 0.0
C -0.1 -0.3 0.3
C -0.2 -0.3 0.5
H 0.1 -0.4 -0.3
H 0.0 -0.3 -0.2
H -0.1 -0.2 0.2
H 0.0 0.3 0.0
N 0.4 0.1 -0.8
C 0.0 1.4 0.6
C -0.3 -1.4 0.6
N 0.6 -0.2 -0.8
C 0.0 0.6 -0.6
C -0.1 0.3 0.4
C 0.1 0.3 -0.1
H 0.1 0.4 -0.4
H 0.0 0.2 -0.1
C -0.1 0.3 0.4
H 0.0 -0.4 0.0
H 0.0 0.2 0.2
Sn -1.3 0.0 2.9
C 0.0 0.0 -0.6
H -0.1 0.3 0.0
H -0.2 -0.2 0.2
H 0.1 -0.2 -0.4
C 0.9 0.1 0.8
C -0.8 0.1 -2.0
C 0.2 0.0 0.7
C 0.1 -0.3 0.2
C 0.1 -0.2 -0.1
C -0.2 0.0 -0.1
C 0.1 0.1 0.0
C 0.0 0.3 0.2
H 0.0 -0.4 0.3
H 0.1 -0.3 -0.1
H -0.1 0.0 -0.4
H -0.1 0.3 -0.1
H -0.1 0.4 0.3